(1)
Formula: C10H28IN2O3
Source: the OMol25 dataset
Level of theory: ωB97M-V/def2-TZVPD

Geometry as XYZ:
```
44
Properties=species:S:1:pos:R:3
I -2.348 1.826 0.914
C -1.398 2.646 -3.178
C -2.496 3.692 -3.230
O -3.501 3.487 -2.257
H -1.788 1.641 -3.347
H -0.834 2.650 -2.245
H -0.700 2.862 -3.997
H -2.953 3.678 -4.223
H -2.080 4.699 -3.089
H -3.080 3.159 -1.446
C 2.391 0.892 2.076
C 2.270 1.592 0.728
C 1.769 0.628 -0.345
O 1.995 1.221 -1.610
C 1.622 0.381 -2.676
N 1.371 2.740 0.826
H 3.208 0.163 2.025
H 1.488 0.370 2.396
H 2.666 1.590 2.867
H 3.286 1.904 0.467
H 0.711 0.353 -0.235
H 2.291 -0.350 -0.323
H 2.023 0.774 -3.609
H 0.536 0.272 -2.703
H 2.121 -0.591 -2.542
H 1.291 3.118 -0.118
H 0.430 2.380 1.012
C -1.967 -3.980 2.050
C -1.657 -2.489 2.170
C -0.286 -2.233 1.523
O 0.720 -2.993 2.200
C 1.914 -3.100 1.489
N -2.677 -1.737 1.441
H -2.919 -4.176 2.546
H -1.181 -4.585 2.501
H -2.029 -4.280 1.002
H -1.617 -2.157 3.206
H 0.011 -1.180 1.581
H -0.310 -2.515 0.460
H 2.539 -3.834 2.005
H 2.482 -2.174 1.375
H 1.755 -3.556 0.501
H -2.433 -0.739 1.340
H -2.635 -2.049 0.470
```

Output
- HOMO-LUMO gap (eV) = 7.31
- multiplicity = 1
- total charge = -1
- maximum force (eV/A) = 1.4
- relative energy (zero: lowest compared OMol25 entry of this formula, charge and spin) (kJ/mol) = 0.0

Here are the natural (NBO) charges for atoms 1 to 4, given in e:
1. I -0.931
2. C -0.641
3. C -0.049
4. O -0.748



(2)
Formula: C4H7N2
Source: the OMol25 dataset
Level of theory: ωB97M-V/def2-TZVPD

Geometry as XYZ:
```
13
Properties=species:S:1:pos:R:3
C -2.343 0.382 -0.004
C -1.016 -0.335 0.050
C -0.565 -1.621 0.498
C 1.412 1.948 -0.025
N -1.847 1.523 -0.301
N -0.486 0.829 -0.186
H -3.318 -0.099 0.113
H -0.800 -2.489 -0.089
H -1.220 -1.856 1.386
H 0.533 -1.503 0.585
H 1.107 2.772 0.439
H 1.550 1.949 -1.035
H 1.739 1.175 0.554
```

Output
- HOMO-LUMO gap (alpha / beta) (eV) = 8.93 / 8.93
- multiplicity = 1
- total charge = +1
- maximum force (eV/A) = 4.4
- relative energy (zero: lowest compared OMol25 entry of this formula, charge and spin) (kJ/mol) = 744.5

Here are the natural (NBO) charges for atoms 1 to 4, given in e:
1. C 0.056
2. C 0.349
3. C -0.714
4. C 0.007



(3)
Formula: C3H4N2O
Source: the OMol25 dataset
Level of theory: ωB97M-V/def2-TZVPD

Geometry as XYZ:
```
10
Properties=species:S:1:pos:R:3
O -1.709 -1.137 -0.104
C -0.659 -0.271 -0.025
C -0.447 1.099 0.009
N 0.900 1.345 0.116
C 1.489 0.194 0.114
N 0.591 -0.836 0.036
H -2.528 -0.631 -0.095
H -1.001 1.980 -0.250
H 2.558 0.076 0.126
H 0.805 -1.819 0.072
```

Output
- HOMO-LUMO gap (eV) = 8.96
- multiplicity = 1
- total charge = 0
- maximum force (eV/A) = 1.1
- relative energy (zero: lowest compared OMol25 entry of this formula, charge and spin) (kJ/mol) = 82.7

Here are the natural (NBO) charges for atoms 1 to 4, given in e:
1. O -0.666
2. C 0.398
3. C -0.220
4. N -0.439



(4)
Formula: C4H8INOS
Source: the OMol25 dataset
Level of theory: ωB97M-V/def2-TZVPD

Geometry as XYZ:
```
16
Properties=species:S:1:pos:R:3
C -0.419 1.826 0.786
C 0.170 0.650 1.035
C 0.379 0.256 -1.494
C 0.845 -0.073 -0.090
N -0.716 -2.254 0.568
O 1.698 -2.693 -0.333
S 0.770 -1.882 0.456
I 3.030 0.287 0.038
H -0.939 2.516 1.481
H -0.400 2.049 -0.271
H 0.384 0.321 2.052
H 0.784 -0.362 -2.265
H 0.744 1.246 -1.704
H -0.678 0.269 -1.640
H -0.910 -3.241 0.673
H 1.443 -1.767 1.537
```

Output
- HOMO-LUMO gap (eV) = 9.21
- multiplicity = 1
- total charge = 0
- maximum force (eV/A) = 4.3
- relative energy (zero: lowest compared OMol25 entry of this formula, charge and spin) (kJ/mol) = 210.0

Here are the natural (NBO) charges for atoms 1 to 4, given in e:
1. C -0.342
2. C -0.272
3. C -0.681
4. C -0.273



(5)
Formula: C4H4N2
Source: the OMol25 dataset
Level of theory: ωB97M-V/def2-TZVPD

Geometry as XYZ:
```
10
Properties=species:S:1:pos:R:3
C 1.017 -0.880 0.244
C -0.172 -0.636 -0.159
N -1.118 0.165 -0.389
C -0.600 1.378 -0.013
N 0.620 1.538 0.463
C 1.404 0.449 0.589
H -1.279 -2.497 -0.454
H -1.017 -2.389 -1.141
H -1.254 2.234 -0.127
H 2.399 0.637 0.986
```

Output
- HOMO-LUMO gap (alpha / beta) (eV) = 10.13 / 10.13
- multiplicity = 1
- total charge = 0
- maximum force (eV/A) = 0.5
- relative energy (zero: lowest compared OMol25 entry of this formula, charge and spin) (kJ/mol) = 440.6

Here are the natural (NBO) charges for atoms 1 to 4, given in e:
1. C -0.288
2. C 0.436
3. N -0.465
4. C 0.234



(6)
Formula: C5H6N2S
Source: the OMol25 dataset
Level of theory: ωB97M-V/def2-TZVPD

Geometry as XYZ:
```
14
Properties=species:S:1:pos:R:3
C -1.577 0.357 -0.236
C -0.913 -0.275 0.938
C 1.001 -0.852 -0.403
C 1.637 0.309 -0.683
C 1.313 1.584 0.000
H -0.958 0.244 -1.268
H -1.535 -0.656 1.671
H -0.195 0.722 1.268
H -0.539 -2.193 0.648
H 1.695 -1.733 -0.862
H 2.387 0.426 -1.716
N -0.100 -1.243 0.421
N 0.949 2.534 0.552
S -3.165 0.778 -0.330
```

Output
- HOMO-LUMO gap (eV) = 8.26
- multiplicity = 1
- total charge = 0
- maximum force (eV/A) = 6.8
- relative energy (zero: lowest compared OMol25 entry of this formula, charge and spin) (kJ/mol) = 450.6

Here are the natural (NBO) charges for atoms 1 to 4, given in e:
1. C -0.262
2. C -0.328
3. C 0.058
4. C -0.465



(7)
Formula: C3H21O7
Source: the OMol25 dataset
Level of theory: ωB97M-V/def2-TZVPD

Geometry as XYZ:
```
31
Properties=species:S:1:pos:R:3
O 1.305 -0.814 0.566
H 1.384 -0.340 -0.309
H 0.363 -0.741 0.972
H 1.671 -1.767 0.636
O -0.138 -3.862 2.635
H -0.375 -4.020 1.714
H -0.709 -3.144 2.915
O 2.192 -3.255 0.823
H 2.218 -4.185 0.570
H 2.682 -3.215 1.659
O 0.109 -2.426 -1.582
H -0.411 -3.167 -1.253
H 0.715 -2.821 -2.222
O -1.144 -0.313 1.225
H -1.550 -0.614 2.046
H -1.844 0.190 0.774
O 2.276 0.444 -1.543
H 1.797 0.944 -2.216
H 3.094 0.939 -1.398
C -0.234 3.317 0.133
C -1.560 2.832 -0.466
C -1.326 1.764 -1.514
O -2.504 2.454 0.536
H 0.337 3.733 -0.702
H 0.391 2.542 0.583
H -0.335 4.126 0.857
H -1.969 3.690 -1.012
H -1.097 0.799 -1.051
H -0.443 2.004 -2.108
H -2.140 1.622 -2.222
H -2.755 3.286 0.949
```

Output
- HOMO-LUMO gap (eV) = 10.29
- multiplicity = 1
- total charge = +1
- maximum force (eV/A) = 1.4
- relative energy (zero: lowest compared OMol25 entry of this formula, charge and spin) (kJ/mol) = 35.8

Here are the natural (NBO) charges for atoms 1 to 4, given in e:
1. O -0.855
2. H 0.566
3. H 0.555
4. H 0.560



(8)
Formula: C30H40As3CaN5O3
Source: the OMol25 dataset
Level of theory: ωB97M-V/def2-TZVPD

Geometry as XYZ:
```
82
Properties=species:S:1:pos:R:3
Ca 0.150 -0.144 -1.417
N 3.257 -0.749 -0.660
N 3.995 0.360 -1.090
C 3.426 1.320 -1.832
N 4.157 2.363 -2.193
N 2.130 1.110 -2.134
N 1.469 1.966 -2.956
O 0.282 1.627 -3.101
O 1.959 2.929 -3.490
H 3.274 -0.770 0.358
H 3.697 -1.589 -1.019
H 4.922 0.512 -0.719
H 5.139 2.410 -1.976
H 3.751 3.055 -2.804
C -0.687 0.706 2.645
C -2.074 0.721 2.007
As -1.959 1.474 0.194
C -1.977 3.365 0.540
C -1.001 4.160 -0.052
C -0.978 5.529 0.185
C -1.930 6.100 1.014
C -2.911 5.310 1.602
C -2.938 3.945 1.366
C -3.718 1.096 -0.526
C -4.176 -0.224 -0.529
C -5.373 -0.549 -1.156
C -6.114 0.442 -1.788
C -5.659 1.752 -1.789
C -4.462 2.081 -1.165
As 0.529 -0.461 1.646
C 2.258 0.126 2.307
C 2.663 1.430 2.016
C 3.926 1.870 2.384
C 4.804 1.002 3.026
C 4.408 -0.298 3.309
C 3.137 -0.738 2.954
C 0.334 -2.209 2.432
C 0.634 -3.294 1.609
C 0.567 -4.589 2.101
C 0.186 -4.804 3.419
C -0.119 -3.728 4.240
C -0.042 -2.431 3.752
H -0.724 0.396 3.688
H -0.241 1.704 2.630
H -2.771 1.319 2.594
H -2.492 -0.285 1.936
H -0.265 3.716 -0.715
H -0.222 6.148 -0.281
H -1.915 7.165 1.200
H -3.658 5.761 2.242
H -3.716 3.339 1.816
H -3.616 -1.006 -0.024
H -5.731 -1.570 -1.140
H -7.048 0.192 -2.273
H -6.240 2.525 -2.275
H -4.117 3.108 -1.169
H 1.985 2.118 1.518
H 4.223 2.892 2.185
H 5.786 1.346 3.320
H 5.084 -0.969 3.823
H 2.831 -1.749 3.193
H 0.921 -3.121 0.575
H 0.806 -5.430 1.464
H 0.126 -5.812 3.806
H -0.415 -3.898 5.267
H -0.268 -1.604 4.413
O -1.840 -0.339 -2.740
H -2.736 -0.332 -2.363
H -1.888 0.212 -3.533
C 1.867 -4.279 -2.094
As 0.608 -2.914 -2.678
C 1.209 -2.669 -4.514
C -0.968 -4.010 -2.968
H 1.901 -5.079 -2.832
H 1.549 -4.693 -1.138
H 2.867 -3.863 -1.985
H 1.291 -3.633 -5.013
H 2.180 -2.176 -4.528
H 0.496 -2.049 -5.056
H -0.718 -4.856 -3.605
H -1.742 -3.411 -3.444
H -1.341 -4.376 -2.012
```

Output
- HOMO-LUMO gap (eV) = 7.84
- multiplicity = 1
- total charge = +2
- maximum force (eV/A) = 0.2
- relative energy (zero: lowest compared OMol25 entry of this formula, charge and spin) (kJ/mol) = 0.0

Here are the Löwdin charges for atoms 1 to 4, given in e:
1. Ca 0.985
2. N 0.069
3. N 0.013
4. C -0.377